# 1
C5H15N3 | ωB97M-V/def2-TZVPD

Geometry (Å):
C1 0.35503 -1.02097 -1.71687
C2 -0.41925 -0.31719 -2.79528
C3 0.09286 -0.12778 -4.01067
N1 -1.66028 0.13553 -2.26086
H1 -0.29969 -1.88670 -1.39963
H2 0.66653 -0.33886 -0.84846
H3 1.28975 -1.39956 -2.13778
H4 -0.30595 0.60870 -4.68789
H5 1.10596 -0.49558 -4.10960
H6 -1.47364 0.39501 -1.28349
H7 -2.24001 0.82074 -2.69504
C4 0.51585 -0.47388 2.40975
C5 0.15346 1.00213 2.34444
N2 -1.14845 1.30668 2.95431
N3 1.90480 -0.69653 2.03002
H8 0.21304 -0.80097 3.45598
H9 -0.12208 -1.01158 1.73709
H10 0.99941 1.58169 2.79067
H11 0.06941 1.27961 1.26227
H12 -1.33673 2.31620 2.75392
H13 -1.13306 1.19169 3.97273
H14 2.55446 -0.17497 2.60333
H15 2.15243 -1.67910 2.13340

Values from the calculation:
- Spin multiplicity: 2
- ΔE to the lowest compared entry with this formula, charge and spin: 1.1576 eV
- Expectation value of S²: 0.765
- LUMO energy (alpha / beta): -3.76 / -8.12 eV
- Gap between HOMO and LUMO (alpha / beta): 0.3028 / 0.1428 Eh
- Total charge: +1

# 2
C5H15N3 | ωB97M-V/def2-TZVPD

Geometry (Å):
C1 -1.78610 2.52492 -0.67558
N1 -1.80330 1.05530 -0.81338
C2 -3.20937 0.57499 -0.64753
C3 -1.28956 0.59161 -2.09144
H1 -2.13029 2.85006 0.31601
H2 -2.36337 3.06274 -1.48946
H3 -0.73663 2.86124 -0.66775
H4 -3.12648 -0.51347 -0.80898
H5 -3.58193 0.84901 0.35071
H6 -3.94912 0.95175 -1.40691
H7 -1.32432 -0.49295 -2.14316
H8 -0.22887 0.89700 -2.18414
H9 -1.93729 0.88812 -2.98164
C4 0.75030 -0.54904 1.29786
N2 3.02821 -2.09878 0.11845
C5 2.95497 -1.53436 1.47917
N3 2.00200 -0.87919 2.06038
H10 0.51651 0.51354 1.53292
H11 -0.09138 -1.17447 1.67375
H12 0.79032 -0.64184 0.17253
H13 3.73430 -1.55887 -0.41365
H14 3.40892 -3.04591 0.30356
H15 3.90986 -1.63593 2.01316

Values from the calculation:
- Spin multiplicity: 2
- ΔE to the lowest compared entry with this formula, charge and spin: 2.2368 eV
- Expectation value of S²: 0.754
- LUMO energy (alpha / beta): -2.93 / -8.26 eV
- Gap between HOMO and LUMO (alpha / beta): 0.3440 / 0.1475 Eh
- Total charge: +1

# 3
C5H15N3 | ωB97M-V/def2-TZVPD

Geometry (Å):
N1 -3.91495 0.32483 1.58591
C1 -2.85048 0.68561 0.84077
N2 -1.64462 0.09188 1.04860
C2 -0.35557 0.67436 0.60320
C3 1.07316 0.20187 0.77313
C4 1.86842 0.14730 -0.51019
C5 2.00000 -1.14168 -1.32267
N3 3.07492 -0.89869 -2.48502
H1 -4.79007 0.84834 1.71939
H2 -3.86934 -0.28848 2.35106
H3 -2.82498 1.49054 0.22076
H4 -1.58299 -0.87388 1.48017
H5 -0.32709 1.80947 1.09619
H6 -0.32816 1.17554 -0.46926
H7 1.28748 -0.75220 1.33023
H8 1.61755 0.86917 1.49588
H9 2.84292 0.57848 -0.26585
H10 1.41158 0.90582 -1.15478
H11 1.10019 -1.44526 -1.87981
H12 2.44313 -1.99023 -0.86705
H13 3.52343 -1.72958 -2.88357
H14 3.70820 -0.13267 -2.16009
H15 2.76745 -0.49595 -3.36525

Values from the calculation:
- ΔE to the lowest compared entry with this formula, charge and spin: 2.4844 eV
- SMILES string: [NH2+]=CNCCCC[NH3+]
- LUMO energy: -6.84 eV
- Gap between HOMO and LUMO: 0.3809 Eh
- Total charge: +2

# 4
C5H15N3O2S | ωB97M-V/def2-TZVPD

Geometry (Å):
C1 -1.96222 -0.97674 0.15587
C2 -0.60610 1.14273 -0.94952
C3 0.44039 1.88951 -1.84726
C4 0.25142 -0.96059 2.88861
C5 -0.22496 0.00833 -0.01071
N1 0.69695 -0.85473 -0.64753
N2 0.51668 1.38517 -3.23431
N3 1.51671 -1.74780 2.78030
O1 0.80377 -0.90656 -1.81999
O2 1.37663 -1.53084 0.09023
S1 0.38744 0.42642 1.65327
H1 -2.39774 -0.06638 0.47756
H2 -1.98772 -1.52262 -0.77320
H3 -1.93960 -1.68766 0.98687
H4 -1.45707 0.65619 -1.51483
H5 -1.20543 1.78347 -0.35713
H6 0.07584 2.86309 -1.93288
H7 1.38011 1.92252 -1.24362
H8 -0.02484 -0.57448 3.79500
H9 -0.45301 -1.62830 2.51226
H10 1.49013 1.48125 -3.48801
H11 -0.18608 1.76326 -3.90361
H12 0.35372 0.39500 -3.07325
H13 1.65086 -1.54588 1.72992
H14 1.27633 -2.69316 3.00414
H15 2.30894 -1.41606 3.35258

Values from the calculation:
- ΔE to the lowest compared entry with this formula, charge and spin: 1.7508 eV
- LUMO energy: -7.81 eV
- Gap between HOMO and LUMO: 0.3317 Eh
- Total charge: +2

# 5
C5H15NO | ωB97M-V/def2-TZVPD

Geometry (Å):
C1 -1.83684 0.51332 -2.18228
C2 -2.57572 -0.10490 -0.97783
C3 -1.83631 0.04973 0.33611
C4 -0.49790 -0.69628 0.42684
C5 0.56895 0.41855 0.68205
N1 1.96922 -0.06888 0.56352
H1 -1.26088 -0.21460 -2.71281
H2 -2.56731 0.80974 -2.92181
H3 -1.22559 1.30493 -1.87486
H4 -2.94372 -1.09730 -1.25428
H5 -3.45753 0.42166 -0.86160
H6 -1.79641 1.13016 0.46664
H7 -2.31379 -0.33012 1.19086
H8 -0.56356 -1.54424 1.10623
H9 -0.17748 -0.98140 -0.59516
H10 0.44753 1.37997 0.11574
H11 0.31961 0.82339 1.67876
H12 2.29703 0.14066 -0.30447
H13 2.26444 -0.79379 1.26759
H14 5.56104 -0.01028 2.47945
H15 4.80510 -0.65674 1.23166
O1 4.82013 -0.49357 2.13963

Values from the calculation:
- Spin multiplicity: 2
- ΔE to the lowest compared entry with this formula, charge and spin: 1.8940 eV
- Expectation value of S²: 0.750
- LUMO energy (alpha / beta): 3.33 / 3.26 eV
- Gap between HOMO and LUMO (alpha / beta): 0.0719 / 0.2995 Eh
- Total charge: -1

# 6
C5H15NO | ωB97M-V/def2-TZVPD

Geometry (Å):
C1 1.69284 2.04459 -1.06422
C2 0.48328 1.40730 -1.66467
C3 0.48979 -0.08983 -1.86835
C4 0.73481 -0.91439 -0.58966
N1 0.15180 -2.24776 -0.65848
C5 -0.84243 -2.54912 0.32855
H1 2.04005 1.58274 -0.14279
H2 2.57899 1.95941 -1.70984
H3 1.61549 3.11205 -0.88884
H4 0.19802 1.90552 -2.60433
H5 -0.46154 1.70986 -1.20064
H6 1.14199 -0.45468 -2.66954
H7 -0.48898 -0.36556 -2.19589
H8 0.28819 -0.34556 0.23687
H9 1.80971 -0.93811 -0.39455
H10 -0.21690 -2.37293 -1.58653
H11 -0.42651 -2.79934 1.30994
H12 -1.43275 -3.43922 0.09153
H13 -1.61334 -1.78455 0.50992
O1 -2.38960 1.57532 5.25037
H14 -2.12800 1.03151 5.99526
H15 -3.22493 1.97277 5.51587

Values from the calculation:
- ΔE to the lowest compared entry with this formula, charge and spin: 1.2528 eV
- SMILES string: CCCCNC.O
- LUMO energy: 1.00 eV
- Gap between HOMO and LUMO: 0.3499 Eh

# 7
C5H15NO | ωB97M-V/def2-TZVPD

Geometry (Å):
C1 0.24400 0.04783 2.60841
C2 -0.24142 0.64233 1.18157
N1 -0.46916 -0.31645 0.10423
C3 -1.88727 -0.80704 0.00364
C4 0.20301 -0.33026 -1.15804
C5 0.33568 -1.76091 -1.66319
H1 0.85601 0.70877 3.25040
H2 -0.58388 -0.43434 3.14316
H3 1.09267 -0.73846 2.38307
H4 -1.02890 1.24710 1.59952
H5 0.58748 1.31208 0.86156
H6 -1.88396 -1.89319 0.35519
H7 -2.24237 -0.83259 -1.11373
H8 -2.59130 -0.46374 0.73081
H9 1.19024 0.13165 -1.22443
H10 -0.40612 0.29937 -1.89491
H11 1.08338 -2.23486 -0.87513
H12 -0.54832 -2.33845 -1.51138
H13 0.42613 -1.63707 -2.72721
O1 1.67489 3.11060 -1.61364
H14 1.81933 3.80935 -1.02700
H15 2.36989 2.47829 -1.41289

Values from the calculation:
- ΔE to the lowest compared entry with this formula, charge and spin: 2.8091 eV
- SMILES string: CCN(C)CC.O
- LUMO energy: 0.77 eV
- Gap between HOMO and LUMO: 0.3169 Eh

# 8
C5H15NO | ωB97M-V/def2-TZVPD

Geometry (Å):
C1 -1.21843 2.26468 -0.74198
C2 -0.96395 0.74286 -0.78240
C3 0.41695 0.27173 -1.21282
N1 1.45127 0.21335 -0.13581
C4 0.92964 -0.46254 1.05672
C5 2.53203 -0.62136 -0.64800
H1 -0.87666 2.63461 0.22023
H2 -0.82763 2.75130 -1.62787
H3 -2.29587 2.32928 -0.79469
H4 -1.71455 0.24445 -1.40054
H5 -1.19139 0.32322 0.19460
H6 0.83615 0.99691 -1.90670
H7 0.36459 -0.75970 -1.57693
H8 1.69415 -0.50692 1.82578
H9 0.42792 -1.39496 0.74888
H10 0.10830 0.12602 1.46654
H11 2.80630 -0.26724 -1.64375
H12 3.35052 -0.57836 0.07104
H13 2.27443 -1.68557 -0.79057
O1 -2.70178 -2.33354 2.17961
H14 -1.95045 -2.09577 2.73510
H15 -3.45153 -2.19245 2.76357

Values from the calculation:
- ΔE to the lowest compared entry with this formula, charge and spin: 1.4540 eV
- SMILES string: CCCN(C)C.O
- LUMO energy: 0.76 eV
- Gap between HOMO and LUMO: 0.3440 Eh

# 9
C5H15NO | ωB97M-V/def2-TZVPD

Geometry (Å):
C1 2.46240 0.08328 0.36731
C2 1.15113 -0.77580 0.15264
N1 0.57975 -0.34159 -1.20553
C3 -0.79107 0.23713 -1.58512
C4 -2.04836 -0.53192 -0.90245
C5 -1.06075 0.37680 -3.10493
H1 1.97136 1.07890 0.80555
H2 2.92638 0.31057 -0.59020
H3 3.08295 -0.43301 1.05118
H4 1.22001 -1.83808 0.40681
H5 0.42820 -0.47941 0.88542
H6 0.61084 -1.00260 -1.94210
H7 -0.87382 1.26905 -1.22639
H8 -3.03718 -0.12154 -1.34221
H9 -2.02575 -1.61779 -1.09742
H10 -1.90142 -0.31654 0.18562
H11 -1.97865 0.88111 -3.49553
H12 -0.26226 1.08481 -3.43401
H13 -1.02910 -0.77271 -3.46640
O1 -0.20693 0.75077 5.31177
H14 -0.22788 0.58406 4.30376
H15 0.41348 1.42124 5.33574

Values from the calculation:
- ΔE to the lowest compared entry with this formula, charge and spin: 2.8256 eV
- SMILES string: CCNC(C)C.O
- LUMO energy: 0.54 eV
- Gap between HOMO and LUMO: 0.3362 Eh

# 10
C5H15NO | ωB97M-V/def2-TZVPD

Geometry (Å):
C1 -0.61925 -0.87358 1.60546
C2 0.76575 -0.26615 1.63176
N1 1.39604 -0.01235 0.32327
C3 1.36643 -1.14040 -0.57316
C4 1.24474 1.28712 -0.27655
C5 -0.07400 1.58818 -1.02215
H1 -0.86376 -1.30250 2.57803
H2 -1.36321 -0.11077 1.36040
H3 -0.78627 -1.68973 0.89876
H4 1.43733 -0.86610 2.25366
H5 0.78773 0.73163 2.07749
H6 2.14125 -1.03592 -1.33985
H7 0.41822 -1.23990 -1.13128
H8 1.53208 -2.06384 -0.02241
H9 2.13888 1.40180 -0.89959
H10 1.41383 2.06872 0.47199
H11 0.17599 2.11012 -1.93962
H12 -0.74470 2.13699 -0.36220
H13 -0.65671 0.70729 -1.28765
O1 -3.32206 -0.16397 -1.70224
H14 -2.64818 -0.23903 -1.00938
H15 -3.74013 -1.02760 -1.63472

Values from the calculation:
- ΔE to the lowest compared entry with this formula, charge and spin: 1.2819 eV
- SMILES string: CCN(C)CC.O
- LUMO energy: 0.78 eV
- Gap between HOMO and LUMO: 0.3246 Eh

# 11
C5H15NO | ωB97M-V/def2-TZVPD

Geometry (Å):
C1 -2.79022 0.10775 -0.75850
C2 -1.86423 -0.08444 0.41991
C3 -0.47377 0.57602 0.33010
C4 0.47943 0.08169 -0.76844
C5 1.42764 -1.09909 -0.34079
N1 2.61160 -0.99206 -1.24992
H1 -3.63819 -0.58792 -0.77542
H2 -3.31959 1.06842 -0.63648
H3 -2.30407 0.03040 -1.73530
H4 -1.70833 -1.18630 0.40607
H5 -2.27914 0.23477 1.37748
H6 -0.62049 1.65726 0.22820
H7 0.03518 0.51966 1.33097
H8 -0.18904 -0.25037 -1.57919
H9 1.24458 0.83468 -0.96319
H10 1.63589 -0.93822 0.71119
H11 0.74028 -1.94551 -0.44733
H12 2.16278 -0.69978 -2.11604
H13 2.86977 -1.96052 -1.43886
O1 1.61273 1.58390 2.79455
H14 2.11851 2.15392 2.19957
H15 2.24868 0.89574 3.01142

Values from the calculation:
- ΔE to the lowest compared entry with this formula, charge and spin: 1.2580 eV
- SMILES string: CCCCCN.O
- LUMO energy: 0.89 eV
- Gap between HOMO and LUMO: 0.3963 Eh

# 12
C5H15NO2 | ωB97M-V/def2-TZVPD

Geometry (Å):
C1 1.99868 -1.38975 1.53469
C2 1.36395 -0.24752 0.63395
N1 1.95645 1.02475 1.05333
C3 -0.14199 -0.31623 0.61647
C4 -0.84500 0.87778 -0.05853
C5 -2.24484 0.67530 -0.55656
O1 -2.36780 -0.72459 -1.03887
H1 1.97182 -0.98288 2.53705
H2 1.47897 -2.33014 1.42610
H3 3.03422 -1.46379 1.24340
H4 1.63909 -0.44613 -0.40823
H5 2.95742 0.87570 1.13125
H6 1.66006 1.36957 1.95730
H7 -0.74934 -0.43551 1.54621
H8 -0.44829 -1.25675 0.10293
H9 -0.72466 1.79922 0.52452
H10 -0.12623 0.94880 -0.89953
H11 -2.55772 1.18245 -1.45837
H12 -3.08171 0.89813 0.10621
H13 -3.09477 -1.14081 -0.56121
O2 -0.36624 0.19151 -3.41431
H14 -0.79470 -0.25276 -2.67465
H15 -0.51738 1.14364 -3.34314

Values from the calculation:
- ΔE to the lowest compared entry with this formula, charge and spin: 1.5492 eV
- SMILES string: C[C@H](N)CCCO.O
- LUMO energy: 0.73 eV
- Gap between HOMO and LUMO: 0.3634 Eh